DFT (ωB97M-V/def2-TZVPD) results for a cluster of 2 separate species, C3H8NO in total at a distorted geometry.

Summary:
relative energy (zero: lowest compared OMol25 entry of this formula, charge and spin): 153.6 kJ/mol
E: -249.02812 hartree
HOMO energy: -2.36 eV
frontier orbital gap: 6.71 eV

ORCA input file:
```
! wB97M-V def2-TZVPD RIJCOSX def2/J DEFGRID3
* xyz -1 1
C -1.989 1.298 -0.035
O -1.249 1.045 -1.311
H -1.489 2.064 0.642
H -1.969 0.300 0.513
H -3.056 1.258 -0.319
C 1.512 -1.001 1.227
C 1.603 -1.108 -0.138
N 0.634 -0.691 -0.946
H 0.752 -0.419 1.677
H 2.275 -1.455 1.887
H 2.467 -1.608 -0.543
H 1.055 0.052 -1.586
H -0.546 0.265 -1.067
*
```

natural (NBO) population analysis, charges in e, atoms 1 to 2: number 1, C, carries -0.30; number 2, O, carries -0.84

DFT (ωB97M-V/def2-TZVPD) results for a structure of composition C47H31F5N8S3W.

Summary:
<S²>: 2.018
relative energy (zero: lowest compared OMol25 entry of this formula, charge and spin): 0.0 kJ/mol
E: -4008.29573 hartree
HOMO energy (alpha / beta): -12.59 / -12.59 eV
frontier orbital gap (alpha / beta): 6.36 / 6.08 eV

ORCA input file:
```
! wB97M-V def2-TZVPD RIJCOSX def2/J DEFGRID3
* xyz 2 3
W 0.084 -0.457 -0.206
C -5.018 -1.624 0.770
N -3.869 -2.531 0.849
C -3.864 -3.713 1.560
C -2.665 -4.291 1.377
N -1.934 -3.457 0.536
C -2.680 -2.367 0.262
S -2.302 -0.981 -0.680
C -0.697 -3.798 -0.073
C -0.274 -5.121 -0.009
C 0.834 -5.498 -0.738
C 1.462 -4.557 -1.538
C 1.006 -3.262 -1.497
N -0.036 -2.853 -0.743
H -5.895 -2.192 1.063
H -5.139 -1.288 -0.256
H -4.872 -0.777 1.433
H -4.716 -4.035 2.131
H -2.285 -5.208 1.780
H -0.817 -5.858 0.558
H 1.180 -6.522 -0.707
H 2.300 -4.811 -2.170
H 1.496 -2.492 -2.068
N 10.007 1.152 -2.336
C 8.915 0.849 -2.153
C 7.543 0.479 -1.923
C 6.596 1.472 -1.684
C 5.276 1.116 -1.471
C 4.902 -0.227 -1.477
C 5.852 -1.213 -1.714
C 7.172 -0.862 -1.944
C 3.472 -0.544 -1.229
C 2.566 -0.175 -2.210
C 2.866 0.182 -3.553
C 1.676 0.223 -4.241
C 0.673 -0.083 -3.304
N 1.177 -0.323 -2.092
C 3.141 -1.206 -0.030
C 4.043 -1.815 0.857
C 3.298 -2.465 1.833
C 1.964 -2.200 1.546
N 1.842 -1.439 0.435
H 6.896 2.511 -1.673
H 4.533 1.882 -1.290
H 5.567 -2.256 -1.735
H 7.915 -1.622 -2.142
H 3.856 0.335 -3.949
H 1.526 0.430 -5.287
H -0.390 -0.144 -3.485
H 5.116 -1.784 0.771
H 3.662 -3.052 2.660
H 1.092 -2.505 2.100
S -3.781 4.105 -4.471
C -4.990 3.256 -5.317
C -5.015 1.935 -4.985
C -4.029 1.607 -4.022
C -3.275 2.689 -3.646
C -2.170 2.729 -2.684
C -1.785 1.546 -2.026
N -0.808 1.454 -1.137
C -0.105 2.589 -0.879
C -0.406 3.819 -1.470
C 0.380 4.973 -1.135
C 1.406 4.878 -0.267
C 1.738 3.620 0.340
C 2.790 3.474 1.252
C 3.048 2.249 1.823
C 2.235 1.165 1.432
N 1.241 1.262 0.553
C 0.983 2.492 0.023
C 4.124 2.023 2.790
C 4.383 0.883 3.507
C 5.507 1.021 4.359
C 6.074 2.256 4.271
S 5.255 3.258 3.163
C -1.468 3.874 -2.381
H -5.622 3.777 -6.018
H -5.709 1.226 -5.410
H -3.900 0.606 -3.636
H -2.315 0.643 -2.277
H 0.127 5.917 -1.598
H 1.996 5.748 -0.011
H 3.383 4.345 1.506
H 2.411 0.195 1.855
H 3.795 -0.021 3.450
H 5.872 0.243 5.012
H 6.932 2.631 4.805
H -1.710 4.823 -2.845
F -1.143 -1.661 2.369
C -0.634 -0.427 1.964
F 0.396 -0.200 2.851
C -1.713 0.619 2.381
F -2.949 0.112 2.250
F -1.630 1.706 1.589
F -1.572 1.024 3.638
*
```

Mulliken population analysis, charges in e, atoms 1 to 2: number 1, W, carries 2.02; number 2, C, carries -0.76

DFT (ωB97M-V/def2-TZVPD) results for a cluster of 2 separate species, C27H52BrClF3N2O11P2 in total at a distorted geometry.

Summary:
E: -6013.33884 hartree
HOMO energy: -10.16 eV
frontier orbital gap: 7.84 eV

ORCA input file:
```
! wB97M-V def2-TZVPD RIJCOSX def2/J DEFGRID3
* xyz 1 1
C 5.250 1.075 2.165
C 4.451 -0.219 1.850
P 2.660 0.245 1.653
C 2.355 1.862 0.847
C 3.161 1.980 -0.502
C 1.537 -1.192 1.340
C 0.647 -1.497 2.684
Cl 0.336 0.142 3.393
C 1.595 -2.170 3.672
P 0.938 -2.604 5.332
O 0.718 -4.019 5.518
O 2.110 -2.192 6.380
O -0.330 -1.714 5.739
C -0.585 -2.248 2.047
Br -0.426 -4.140 2.537
C -1.871 -1.578 2.628
C -3.177 -2.349 2.404
O -3.873 -2.286 3.643
C -4.118 -1.747 1.306
F -4.262 -2.619 0.311
F -5.327 -1.579 1.785
F -3.747 -0.561 0.847
C -0.599 -1.934 0.471
C -1.114 -3.202 -0.242
C -1.643 -2.947 -1.699
C -2.547 -4.125 -2.031
O -3.651 -4.033 -2.403
O -1.927 -5.338 -1.903
N 0.711 -1.358 0.069
C 1.509 -2.345 -0.783
C 2.838 -1.789 -1.320
C 3.930 -2.928 -1.343
O 2.710 -1.303 -2.649
O 0.827 -0.177 -0.654
C -0.333 0.294 -1.323
C -1.234 1.184 -0.424
N -1.068 2.606 -0.737
C -1.187 3.459 0.462
C -2.650 3.712 0.953
C -3.037 5.164 0.635
O -2.646 3.641 2.386
H 6.077 0.891 2.843
H 5.651 1.442 1.221
H 4.568 1.838 2.542
H 4.558 -0.972 2.628
H 4.818 -0.634 0.902
H 1.314 2.009 0.575
H 2.697 2.660 1.502
H 4.037 1.328 -0.485
H 2.532 1.580 -1.299
H 3.494 2.997 -0.701
H 2.234 -2.036 1.355
H 2.102 -3.050 3.277
H 2.409 -1.463 3.872
H 1.894 -1.295 6.690
H -0.769 -2.154 6.488
H -1.928 -0.527 2.351
H -1.720 -1.584 3.708
H -3.061 -3.413 2.188
H -4.337 -3.121 3.781
H -1.483 -1.301 0.436
H -1.978 -3.621 0.262
H -0.391 -4.011 -0.311
H -2.226 -2.031 -1.733
H -0.845 -2.991 -2.444
H -2.547 -5.934 -1.455
H 1.566 -3.324 -0.317
H 0.892 -2.475 -1.676
H 3.264 -0.963 -0.758
H 3.546 -3.804 -0.817
H 4.177 -3.137 -2.380
H 4.822 -2.547 -0.848
H 2.172 -1.912 -3.174
H 0.020 0.956 -2.117
H -0.953 -0.460 -1.819
H -2.284 0.875 -0.489
H -0.855 1.038 0.599
H -1.888 2.848 -1.288
H -0.647 3.033 1.314
H -0.705 4.412 0.242
H -3.371 2.991 0.552
H -3.458 5.241 -0.366
H -2.192 5.838 0.766
H -3.770 5.455 1.390
H -2.638 2.718 2.669
O -1.728 4.982 -3.140
C -1.495 4.384 -4.155
O -0.997 3.129 -4.086
C -0.850 2.269 -5.221
C 0.439 2.545 -5.967
C -1.675 5.036 -5.503
H -1.727 2.328 -5.867
H -0.825 1.255 -4.821
H 0.465 3.559 -6.365
H 0.558 1.847 -6.797
H 1.293 2.443 -5.296
H -0.805 5.657 -5.712
H -2.561 5.665 -5.464
H -1.822 4.335 -6.322
*
```

Mulliken population analysis, charges in e, atoms 1 to 2: number 1, C, carries -1.20; number 2, C, carries -0.30

DFT (ωB97M-V/def2-TZVPD) results for a cluster of 2 separate species, C6H18N2O in total.

Summary:
relative energy (zero: lowest compared OMol25 entry of this formula, charge and spin): 48.0 kJ/mol
E: -424.13157 hartree
HOMO energy: -8.98 eV
frontier orbital gap: 9.76 eV
SMILES string: COC(C)(C)C.NCN

ORCA input file:
```
! wB97M-V def2-TZVPD RIJCOSX def2/J DEFGRID3
* xyz 0 1
C -1.059 -1.323 -1.137
O -0.192 -0.231 -0.988
C 1.190 -0.438 -0.658
C 1.376 -0.273 0.858
C 1.722 -1.809 -1.079
C 1.939 0.679 -1.412
H -0.786 -1.954 -1.989
H -1.106 -1.945 -0.234
H -2.040 -0.890 -1.322
H 1.084 0.727 1.164
H 0.764 -0.994 1.397
H 2.418 -0.433 1.126
H 1.242 -2.610 -0.520
H 1.564 -1.975 -2.142
H 2.790 -1.845 -0.880
H 2.444 0.286 -2.291
H 2.674 1.167 -0.773
H 1.215 1.425 -1.736
N -1.410 2.046 0.609
C -1.794 1.515 1.910
N -2.899 0.590 1.815
H -1.029 1.310 0.019
H -0.703 2.765 0.708
H -0.976 0.989 2.434
H -2.113 2.356 2.535
H -3.682 1.053 1.366
H -2.634 -0.190 1.221
*
```

natural (NBO) population analysis, charges in e, atoms 1 to 2: number 1, C, carries -0.25; number 2, O, carries -0.57

DFT (ωB97M-V/def2-TZVPD) results for an isolated molecule of C4H12NP at a distorted geometry.

Summary:
relative energy (zero: lowest compared OMol25 entry of this formula, charge and spin): 230.6 kJ/mol
E: -555.62854 hartree
HOMO energy: -7.78 eV
frontier orbital gap: 8.77 eV
SMILES string: CCN(C)PC

ORCA input file:
```
! wB97M-V def2-TZVPD RIJCOSX def2/J DEFGRID3
* xyz 0 1
C 2.141 -0.584 0.517
C 1.119 -0.991 -0.596
N -0.073 -0.070 -0.370
C 0.000 1.175 -0.983
P -1.682 -0.896 -0.344
C -2.594 0.411 0.697
H 1.855 -0.900 1.470
H 3.118 -1.001 0.627
H 2.233 0.478 0.562
H 1.576 -0.800 -1.538
H 0.664 -2.025 -0.657
H -1.048 1.587 -1.071
H 0.742 1.822 -0.312
H 0.551 1.221 -2.004
H -1.480 -1.423 0.905
H -3.223 1.067 0.197
H -1.949 0.962 1.322
H -3.247 -0.315 1.230
*
```

natural (NBO) population analysis, charges in e, atoms 1 to 2: number 1, C, carries -0.63; number 2, C, carries -0.21

DFT (ωB97M-V/def2-TZVPD) results for an isolated molecule of C20H22N2O7S at a distorted geometry.

Summary:
relative energy (zero: lowest compared OMol25 entry of this formula, charge and spin): 1890.4 kJ/mol
E: -1809.01354 hartree
HOMO energy: -7.17 eV
frontier orbital gap: 7.15 eV
SMILES string: COc1ccc(S(=O)(=O)N2CCOCC2)cc1NC(=O)c1ccc2c(c1)OCCO2

ORCA input file:
```
! wB97M-V def2-TZVPD RIJCOSX def2/J DEFGRID3
* xyz 0 1
C -0.341 -4.239 1.625
O -0.364 -2.885 0.902
C 0.642 -2.431 0.351
C 1.886 -3.123 0.248
C 2.862 -2.358 -0.142
C 2.597 -1.197 -0.662
S 4.039 -0.239 -1.689
O 3.644 0.689 -2.593
O 5.077 -1.294 -1.886
N 4.572 0.617 -0.230
C 3.842 2.064 0.061
C 4.260 2.499 1.613
O 5.519 2.914 1.422
C 6.488 1.563 1.216
C 5.918 0.976 -0.255
C 1.402 -0.488 -1.000
C 0.312 -1.130 -0.352
N -0.893 -0.697 -0.251
C -1.370 0.853 -0.399
O -0.631 1.657 -0.705
C -2.758 0.692 -0.447
C -3.263 2.099 0.080
C -4.537 2.260 0.154
C -5.580 1.393 -0.024
C -5.081 0.139 -0.673
C -3.692 -0.029 -0.583
O -5.952 -0.675 -1.115
C -7.267 -0.266 -1.048
C -7.793 0.686 0.156
O -6.880 1.720 -0.098
H -1.238 -4.513 1.877
H -0.013 -4.943 0.781
H 0.308 -4.156 2.347
H 1.913 -3.826 0.931
H 3.943 -2.582 -0.291
H 2.782 1.568 -0.079
H 4.041 2.443 -0.753
H 3.722 3.463 1.549
H 4.133 1.663 2.206
H 7.309 2.042 1.279
H 6.423 0.832 1.842
H 6.517 -0.042 -0.449
H 6.112 1.798 -1.166
H 1.278 0.528 -1.454
H -1.588 -1.345 0.169
H -2.387 3.028 0.121
H -4.961 3.447 0.496
H -3.506 -1.141 -0.835
H -7.967 -1.211 -0.946
H -7.227 0.155 -2.084
H -8.680 0.773 -0.155
H -7.571 0.246 0.940
*
```

natural (NBO) population analysis, charges in e, atoms 1 to 2: number 1, C, carries -0.21; number 2, O, carries -0.50

DFT (ωB97M-V/def2-TZVPD) results for a cluster of 3 separate species, C3H7NO2 in total at a distorted geometry.

Summary:
relative energy (zero: lowest compared OMol25 entry of this formula, charge and spin): 475.5 kJ/mol
E: -323.59985 hartree
HOMO energy: -9.54 eV
frontier orbital gap: 9.68 eV

ORCA input file:
```
! wB97M-V def2-TZVPD RIJCOSX def2/J DEFGRID3
* xyz 0 1
N 0.800 1.060 1.578
C 1.808 0.693 1.013
O 2.887 0.345 0.707
C -0.027 -1.177 -0.397
C -0.705 0.075 -0.953
O -1.562 0.552 0.072
H -0.182 0.945 1.339
H 0.444 -1.036 1.434
H -0.780 -1.919 -0.185
H 0.619 -1.575 -1.219
H -0.002 0.856 -1.292
H -1.304 -0.174 -1.860
H -1.994 1.355 -0.236
*
```

natural (NBO) population analysis, charges in e, atoms 1 to 2: number 1, N, carries -0.79; number 2, C, carries 0.86

DFT (ωB97M-V/def2-TZVPD) results for a cluster of 2 separate species, C3H5IN2S in total at a distorted geometry.

Summary:
relative energy (zero: lowest compared OMol25 entry of this formula, charge and spin): 576.7 kJ/mol
E: -922.42510 hartree
HOMO energy (alpha / beta): -7.56 / -7.57 eV
frontier orbital gap (alpha / beta): 6.44 / 6.45 eV

ORCA input file:
```
! wB97M-V def2-TZVPD RIJCOSX def2/J DEFGRID3
* xyz 0 1
C -2.109 -1.555 -0.068
C -0.368 -0.299 0.358
C 0.763 -0.998 -0.114
N 1.409 2.810 0.114
N 0.993 1.703 -0.146
S -0.566 1.302 0.314
I -3.851 -0.541 0.084
H -1.991 -2.121 0.848
H 0.674 -2.056 -0.094
H 1.753 -0.551 0.178
H 0.882 -0.647 -1.165
H 2.412 2.951 -0.310
*
```

natural (NBO) population analysis, charges in e, atoms 1 to 2: number 1, C, carries -0.52; number 2, C, carries -0.12

DFT (ωB97M-V/def2-TZVPD) results for a structure of composition C4H7IO2S at a distorted geometry.

Summary:
relative energy (zero: lowest compared OMol25 entry of this formula, charge and spin): 78.4 kJ/mol
E: -1002.91249 hartree
HOMO energy: -9.57 eV
frontier orbital gap: 8.84 eV

ORCA input file:
```
! wB97M-V def2-TZVPD RIJCOSX def2/J DEFGRID3
* xyz 0 1
C -1.897 -0.442 -0.886
C -0.261 -1.428 0.654
C -0.928 -0.236 0.004
C -0.460 1.082 0.470
O 2.754 1.422 0.693
O 2.668 1.166 -1.735
S 3.271 0.768 -0.456
I 1.737 -1.945 -0.093
H -2.212 0.423 -1.374
H -2.289 -1.337 -1.141
H -0.193 -1.531 1.750
H -0.908 -2.226 0.444
H -0.482 1.787 -0.461
H 0.487 1.014 1.045
H -1.286 1.483 1.085
*
```

natural (NBO) population analysis, charges in e, atoms 1 to 2: number 1, C, carries -0.38; number 2, C, carries -0.50

DFT (ωB97M-V/def2-TZVPD) results for an isolated molecule of C2H4N2S at a distorted geometry.

Summary:
relative energy (zero: lowest compared OMol25 entry of this formula, charge and spin): 20.8 kJ/mol
E: -586.28647 hartree
HOMO energy: -8.93 eV
frontier orbital gap: 8.93 eV
SMILES string: [H]/N=C\NC=S

ORCA input file:
```
! wB97M-V def2-TZVPD RIJCOSX def2/J DEFGRID3
* xyz 0 1
H 2.218 -1.719 -1.196
N 2.210 -1.452 -0.247
C 1.210 -0.743 0.026
N 0.201 -0.338 -0.870
C -0.896 0.414 -0.546
S -1.300 1.044 0.900
H 1.048 -0.394 1.023
H 0.304 -0.669 -1.834
H -1.533 0.585 -1.444
*
```

natural (NBO) population analysis, charges in e, atoms 1 to 2: number 1, H, carries 0.32; number 2, N, carries -0.62

DFT (ωB97M-V/def2-TZVPD) results for the ion C8H12ClN4O2 with charge +1 at a distorted geometry.

Summary:
<S²>: 2.020
E: -1141.25363 hartree
HOMO energy (alpha / beta): -9.95 / -14.13 eV
frontier orbital gap (alpha / beta): 6.71 / 8.56 eV

ORCA input file:
```
! wB97M-V def2-TZVPD RIJCOSX def2/J DEFGRID3
* xyz 1 3
C 1.661 3.058 0.348
C 2.365 0.960 0.194
C 1.403 -0.907 -0.991
C 2.966 -0.284 0.760
C 0.271 1.214 -0.170
C -3.336 -2.087 -0.071
C -2.638 -0.923 0.582
C -1.852 -0.026 -0.354
N 2.618 2.183 0.530
N 1.399 0.650 -0.910
N 2.067 -1.317 0.130
N 0.386 2.585 0.152
O 0.857 -1.476 -1.847
O -0.661 0.438 0.401
Cl 2.456 -2.982 0.157
H 1.736 4.226 0.378
H 4.043 -0.327 0.399
H 2.948 -0.348 1.835
H -3.979 -1.750 -0.927
H -2.673 -2.815 -0.614
H -3.909 -2.728 0.659
H -1.911 -1.317 1.326
H -3.284 -0.355 1.121
H -1.607 -0.590 -1.173
H -2.487 0.805 -0.722
H 1.682 1.063 -1.818
H -0.520 3.049 0.622
*
```

natural (NBO) population analysis, charges in e, atoms 1 to 2: number 1, C, carries 0.29; number 2, C, carries 0.31

DFT (ωB97M-V/def2-TZVPD) results for a structure of composition C2H3O2S at a distorted geometry.

Summary:
relative energy (zero: lowest compared OMol25 entry of this formula, charge and spin): 287.3 kJ/mol
E: -626.63130 hartree
HOMO energy: -3.17 eV
frontier orbital gap: 7.35 eV

ORCA input file:
```
! wB97M-V def2-TZVPD RIJCOSX def2/J DEFGRID3
* xyz -1 1
C 0.700 -1.236 -0.755
C 0.519 -0.051 -0.181
O -2.258 1.377 0.177
O -0.598 1.809 1.939
S -1.301 0.734 1.097
H 1.542 -1.289 -1.392
H 0.039 -2.153 -0.570
H 1.357 0.809 -0.315
*
```

natural (NBO) population analysis, charges in e, atoms 1 to 2: number 1, C, carries -0.56; number 2, C, carries -0.39